No. 1
A cluster of 2 separate species, CH2O3S2 in total. Source: the OMol25 dataset; level of theory: ωB97M-V/def2-TZVPD.

```
! wB97M-V def2-TZVPD RIJCOSX def2/J DEFGRID3
* xyz 0 1
C -2.59227 -1.14550 0.13571
O -1.90157 1.56250 -0.30694
O -2.85545 -0.50046 1.18395
O -2.38596 -2.19293 -0.33472
S 0.51591 -0.56216 -0.51952
S -2.99681 0.63124 -0.32957
H -0.41358 -1.33104 -1.05492
H 0.17395 0.47789 -1.31850
*
```

Kohn-Sham gap ... 8.7 eV
E_HOMO ... -9.724 eV
DFT total energy ... -1061.31884 Ha

Mulliken population analysis, charges in e, atoms 1 to 5: atom 1 (C): 0.7021, atom 2 (O): -0.3775, atom 3 (O): -0.3156, atom 4 (O): -0.4416, atom 5 (S): -0.3059

=====

No. 2
A cluster of 2 separate species, C5H8S in total. Source: the OMol25 dataset; level of theory: ωB97M-V/def2-TZVPD.

```
! wB97M-V def2-TZVPD RIJCOSX def2/J DEFGRID3
* xyz 0 3
C 0.33999 0.02695 -0.44701
C 1.03193 -0.83509 0.27152
C -1.75646 0.14620 0.11816
C 2.47244 -1.20152 0.03550
C -2.15281 1.53844 -0.00736
S -2.49696 -1.16100 0.49970
H 0.41568 0.76612 -1.26600
H 0.33314 -1.43757 0.97398
H 2.51250 -1.97040 -0.71833
H 3.03875 -0.30054 -0.35443
H 3.02157 -1.62788 0.95668
H -1.83630 2.09888 0.85765
H -1.73308 2.11285 -0.86710
H -3.19039 1.84455 -0.05296
*
```

Kohn-Sham gap (alpha / beta) ... 6.7 / 7.9 eV
E_HOMO (alpha / beta) ... -5.852 / -9.858 eV
⟨S²⟩ ... 2.02
DFT total energy ... -593.27432 Ha

Mulliken population analysis, charges in e, atoms 1 to 5: atom 1 (C): -0.3001, atom 2 (C): 0.1231, atom 3 (C): 0.2268, atom 4 (C): -0.9607, atom 5 (C): -1.0092

=====

No. 3
A structure of composition C22H27Br2IrN4O2. Source: the OMol25 dataset; level of theory: ωB97M-V/def2-TZVPD.

```
! wB97M-V def2-TZVPD RIJCOSX def2/J DEFGRID3
* xyz 2 1
Ir -0.96065 0.28322 -0.48252
N -1.98166 0.74179 -2.18303
C -3.37737 0.24060 -2.13798
C -3.36934 -1.13355 -1.49489
N -2.58059 -1.12934 -0.23616
C -3.31864 -0.78678 1.00532
C -3.52821 0.70626 1.08937
N -2.21627 1.34029 0.81756
H -1.48384 0.31882 -2.96582
H -1.96175 1.74873 -2.34178
H -3.96548 0.95475 -1.57226
H -3.81613 0.18318 -3.13389
H -4.38819 -1.49018 -1.33191
H -2.88453 -1.83522 -2.17231
H -2.21635 -2.06438 -0.09745
H -4.27001 -1.31747 1.07512
H -2.68788 -1.10776 1.83547
H -4.24950 1.06386 0.36162
H -3.91674 0.97189 2.07212
H -2.31434 2.31851 0.55584
H -1.65515 1.32357 1.66990
C -0.13641 -2.90301 -1.62560
C 0.68697 -1.77438 -2.16211
C 1.68999 -2.06888 -3.10312
C 2.52853 -1.09632 -3.56652
C 2.41320 0.21783 -3.07904
C 3.24930 1.30149 -3.43645
Br 4.66155 1.04801 -4.65114
C 3.03882 2.53940 -2.89517
C 1.99697 2.75921 -1.97556
Br 1.72835 4.46761 -1.25249
C 1.16437 1.73528 -1.59559
O 0.16353 1.87614 -0.72888
C 1.37498 0.46448 -2.15788
N 0.50749 -0.52625 -1.72654
H 0.43414 -3.82886 -1.64559
H -1.02659 -3.06237 -2.23762
H -0.42513 -2.70161 -0.59860
H 1.79269 -3.08987 -3.44379
H 3.29666 -1.33155 -4.29156
H 3.67805 3.36672 -3.17046
C 1.97200 -1.30474 1.18588
C 1.03827 -0.37159 1.87860
O -0.05739 -0.03954 1.36208
C 1.35842 0.12963 3.20592
C 2.34304 -0.49089 3.98490
C 2.62959 -0.01065 5.24892
C 1.95478 1.10114 5.73671
C 0.97454 1.72694 4.97164
C 0.67376 1.24106 3.71661
H 1.78797 -1.30367 0.11914
H 1.79695 -2.31421 1.57092
H 3.01063 -1.04911 1.37997
H 2.87095 -1.36105 3.61812
H 3.37954 -0.50034 5.85461
H 2.20138 1.49093 6.71556
H 0.45284 2.59108 5.35960
H -0.06207 1.74117 3.10223
*
```

Kohn-Sham gap ... 7.1 eV
E_HOMO ... -13.077 eV
DFT total energy ... -6475.98538 Ha

Mulliken population analysis, charges in e, atoms 1 to 5: atom 1 (Ir): 3.0607, atom 2 (N): -0.4299, atom 3 (C): -0.7535, atom 4 (C): -0.4128, atom 5 (N): -0.6573

=====

No. 4
A structure of composition C49H52N3OP2SiV. Source: the OMol25 dataset; level of theory: ωB97M-V/def2-TZVPD.

```
! wB97M-V def2-TZVPD RIJCOSX def2/J DEFGRID3
* xyz -1 4
V -0.78662 1.36286 0.24682
C -0.71935 5.72847 -0.52224
C -1.92468 4.98645 -0.00595
C -2.94205 5.66756 0.64760
C -4.05027 4.93703 1.07443
C -4.11662 3.58598 0.82767
C -3.04652 2.94708 0.15158
N -1.96983 3.67419 -0.24238
N -2.99848 1.61804 -0.12915
Si -4.36019 0.81226 -0.75866
C -4.16918 -1.05888 -0.78948
C -6.06985 1.01768 0.06061
C -4.65675 1.40316 -2.53474
H -0.12462 6.12669 0.30441
H -1.02963 6.57091 -1.14415
H -0.10106 5.05748 -1.11219
H -2.86313 6.73199 0.83276
H -4.86080 5.43397 1.59700
H -4.94626 2.99495 1.18639
H -4.59926 -1.51324 0.10932
H -3.13155 -1.38305 -0.86415
H -4.70125 -1.46235 -1.65661
H -6.02839 0.89460 1.14840
H -6.73695 0.24316 -0.33214
H -6.52853 1.98795 -0.14963
H -3.75400 1.28355 -3.14169
H -4.91791 2.46668 -2.53437
H -5.46760 0.85344 -3.02604
O 2.99960 -1.59529 -1.45677
C 2.98742 -2.97328 -1.35531
C 4.11142 -3.63303 -1.83429
C 4.18541 -5.01229 -1.77871
C 3.12368 -5.72887 -1.25108
C 2.01834 -5.06451 -0.74808
C 1.92742 -3.67064 -0.76348
P 0.46127 -2.72421 -0.15889
C -0.82581 -3.61055 -1.13237
C -1.32658 -4.87364 -0.81593
C -2.14528 -5.54768 -1.70848
C -2.48451 -4.96687 -2.92410
C -2.02705 -3.69270 -3.22774
C -1.20278 -3.02065 -2.33614
C 0.22636 -3.44355 1.52033
C 1.17682 -4.21091 2.19256
C 0.96587 -4.60368 3.50918
C -0.19181 -4.22925 4.17472
C -1.12823 -3.43693 3.52453
C -0.91358 -3.03248 2.21664
C 2.23661 -1.00429 -2.45740
C 2.16082 -1.60742 -3.71186
C 1.50044 -0.98354 -4.75260
C 0.90226 0.25599 -4.54258
C 0.98368 0.85435 -3.30030
C 1.67322 0.26731 -2.23129
P 1.43273 1.11640 -0.59476
C 2.27843 2.70351 -0.97886
C 3.31494 2.82722 -1.90575
C 4.00542 4.02396 -2.03422
C 3.69068 5.10562 -1.22220
C 2.66905 4.98827 -0.29055
C 1.96784 3.79766 -0.17260
C 2.65142 0.33344 0.53565
C 2.16509 -0.37886 1.62731
C 3.03369 -0.98339 2.52658
C 4.40465 -0.86213 2.35603
C 4.89846 -0.12159 1.28961
C 4.03067 0.47383 0.38735
H 4.91916 -3.04773 -2.25686
H 5.06331 -5.52673 -2.14958
H 3.16201 -6.81163 -1.22067
H 1.20699 -5.63744 -0.32206
H -1.10401 -5.30477 0.15370
H -2.53009 -6.52817 -1.45351
H -3.11451 -5.49940 -3.62570
H -2.31837 -3.21857 -4.15718
H -0.85088 -2.01940 -2.56306
H 2.09229 -4.49697 1.69316
H 1.71526 -5.19733 4.02011
H -0.35540 -4.53957 5.19957
H -2.02275 -3.11583 4.04491
H -1.62815 -2.37715 1.73720
H 2.62085 -2.57808 -3.85896
H 1.45340 -1.46264 -5.72306
H 0.36039 0.74123 -5.34560
H 0.50076 1.81002 -3.12461
H 3.56579 1.98906 -2.54472
H 4.80130 4.11131 -2.76506
H 4.24111 6.03432 -1.31421
H 2.42264 5.82874 0.34798
H 1.15263 3.68589 0.53482
H 1.09129 -0.43744 1.76058
H 2.63162 -1.54140 3.36486
H 5.08671 -1.33872 3.05088
H 5.96910 -0.00968 1.16075
H 4.43184 1.04352 -0.44095
C 0.53232 3.30435 3.30128
C -0.36073 2.05822 3.19749
C 0.21622 0.95793 4.10172
C -1.77523 2.41422 3.67995
N -0.45746 1.63202 1.82056
H 0.60110 3.65348 4.33767
H 0.11159 4.10329 2.68365
H 1.53614 3.06627 2.93927
H 0.08810 1.22468 5.15616
H 1.27920 0.81959 3.89967
H -0.30160 0.01473 3.90911
H -1.76963 2.75464 4.72210
H -2.41618 1.53420 3.58496
H -2.18491 3.20298 3.04607
*
```

Kohn-Sham gap (alpha / beta) ... 3.7 / 6.9 eV
E_HOMO (alpha / beta) ... -1.307 / -4.485 eV
⟨S²⟩ ... 3.80
DFT total energy ... -4054.17198 Ha

Mulliken population analysis, charges in e, atoms 1 to 5: atom 1 (V): 0.0206, atom 2 (C): -1.5576, atom 3 (C): 0.7785, atom 4 (C): -0.6665, atom 5 (C): -0.5392

=====

No. 5
A cluster of 3 separate species, H4IO2 in total. Source: the OMol25 dataset; level of theory: ωB97M-V/def2-TZVPD.

```
! wB97M-V def2-TZVPD RIJCOSX def2/J DEFGRID3
* xyz -1 1
I 0.15302 1.25797 -0.03572
O 2.52758 -1.17394 1.15699
H 1.82560 -0.73008 0.68114
H 3.07396 -0.46458 1.49539
O -2.62916 0.18333 -1.42660
H -1.79104 0.14179 -0.96609
H -3.15993 0.78548 -0.90513
*
```

Kohn-Sham gap ... 7.7 eV
E_HOMO ... -4.013 eV
DFT total energy ... -450.67751 Ha

Mulliken population analysis, charges in e, atoms 1 to 5: atom 1 (I): -0.8010, atom 2 (O): -0.6422, atom 3 (H): 0.2347, atom 4 (H): 0.3130, atom 5 (O): -0.6216

=====

No. 6
The molecule C2H5N3S2. Source: the OMol25 dataset; level of theory: ωB97M-V/def2-TZVPD.

```
! wB97M-V def2-TZVPD RIJCOSX def2/J DEFGRID3
* xyz 0 1
C -0.53251 -0.54322 0.01801
C -0.71412 0.80706 0.61812
N -1.47872 -1.20277 -0.45621
N 0.99314 2.65397 0.01812
N 0.85932 -2.67216 -0.40594
S 1.16499 -1.19213 0.09598
S -0.40810 2.20374 -0.54706
H -1.74891 0.90295 0.94632
H -0.01666 0.98645 1.43304
H -1.21430 -2.12296 -0.80399
H 1.39669 3.41438 -0.51338
H 1.69917 -3.23530 -0.40300
*
```

Kohn-Sham gap (alpha / beta) ... 7.3 / 8.3 eV
E_HOMO (alpha / beta) ... -8.213 / -8.587 eV
DFT total energy ... -1039.73855 Ha

Mulliken population analysis, charges in e, atoms 1 to 5: atom 1 (C): 0.4742, atom 2 (C): -0.6538, atom 3 (N): -0.6030, atom 4 (N): -0.5205, atom 5 (N): -0.5554

=====

Number 1: largest force on an atom 1.182 eV/A. Number 2: largest force on an atom 3.219 eV/A. Number 3: largest force on an atom 0.864 eV/A. Number 4: largest force on an atom 3.229 eV/A. Number 5: largest force on an atom 1.473 eV/A. Number 6: largest force on an atom 1.230 eV/A.